# 1
The following is a DFT calculation (the ωB97M-V functional and the def2-TZVPD basis) of a 13-piece molecular cluster, C42H118N8O13 overall at a distorted geometry.

Computed properties:
E_tot	-3086.92664	hartree
HOMO-LUMO gap	9.414	eV
ΔE to the lowest compared entry with this formula, charge and spin	36.1	kcal/mol
charge	0
E_LUMO	0.0183	hartree
E_HOMO	-8.92	eV

XYZ file:
```
181
Properties=species:S:1:pos:R:3:forces:R:3:mulliken_charge:R:1
C 0.353 0.864 -0.682 1.6 1.0 -0.4 0.211
C -0.346 -0.038 0.240 -1.7 0.2 1.0 1.167
O -1.606 -0.394 -0.385 1.0 0.4 0.4 3.603
H 0.591 0.352 -1.605 0.0 -0.2 -0.3 -0.503
H 1.345 1.074 -0.237 -0.4 0.4 -0.3 -0.307
H -0.161 1.809 -0.981 0.2 -0.7 0.6 0.119
H -0.499 0.406 1.276 -0.2 0.0 -1.1 -1.338
H 0.216 -0.926 0.487 0.4 -0.6 -0.4 -0.163
H -1.978 -1.012 0.254 -0.6 -0.6 0.4 -1.628
C 2.777 -3.532 -2.968 -0.1 0.7 -0.1 -0.993
C 1.932 -2.773 -3.970 -0.8 -0.4 1.1 -0.170
O 1.477 -1.571 -3.323 0.2 -0.6 -0.7 0.272
H 3.573 -2.854 -2.619 -0.2 -0.3 0.0 0.178
H 3.231 -4.336 -3.541 0.1 -0.5 0.6 0.480
H 2.140 -3.826 -2.102 0.6 -0.1 -0.7 -0.009
H 1.058 -3.407 -4.218 0.2 0.3 0.0 0.169
H 2.474 -2.590 -4.892 0.3 0.4 -0.2 0.444
H 0.639 -1.401 -3.757 -0.5 0.7 0.1 -0.497
C -1.833 -2.021 -6.143 -0.9 -0.4 -1.4 -1.002
C -1.230 -0.674 -5.898 0.6 -0.1 0.8 -0.306
O -1.073 -0.477 -4.497 -0.1 0.2 0.0 0.400
H -2.727 -2.180 -5.509 0.4 0.1 -0.4 0.020
H -1.120 -2.832 -5.966 -0.1 0.2 0.1 0.249
H -2.132 -2.070 -7.225 0.1 -0.2 0.9 0.422
H -1.748 0.165 -6.359 -0.4 0.0 0.0 0.471
H -0.219 -0.641 -6.254 0.6 0.0 -0.7 0.286
H -1.956 -0.203 -4.157 -0.1 0.0 0.7 -0.284
C -1.562 7.229 -3.720 2.0 0.1 2.0 -1.233
C -2.288 5.903 -3.474 0.9 -0.6 -1.7 0.245
O -3.492 6.088 -2.825 -0.7 0.6 1.1 -0.565
H -0.495 7.069 -4.070 -1.5 0.2 -0.3 0.293
H -1.366 7.794 -2.759 -0.3 -1.1 -0.3 0.309
H -2.110 8.013 -4.200 -0.4 -0.1 -1.3 0.331
H -1.620 5.183 -2.911 -0.5 0.8 -0.6 0.090
H -2.617 5.400 -4.434 1.2 0.5 0.4 0.163
H -3.523 5.335 -2.241 -0.7 -0.5 0.6 0.441
C 2.490 0.506 -5.745 -0.8 0.8 0.3 -0.643
C 1.444 1.634 -5.495 0.2 0.6 0.3 -0.563
O 0.711 1.671 -4.246 0.5 -1.3 -0.8 -0.226
H 2.986 0.712 -6.698 -0.3 -0.2 -0.1 0.490
H 1.978 -0.447 -5.742 0.1 -0.3 -0.2 -0.133
H 3.287 0.466 -5.012 -0.1 0.1 0.4 0.153
H 0.736 1.669 -6.343 0.2 -0.1 0.2 0.425
H 1.962 2.594 -5.477 0.1 0.0 -0.3 0.448
H 0.160 0.849 -4.234 0.2 0.7 0.2 0.212
C 3.445 3.879 -2.386 3.0 1.2 0.5 -1.786
C 4.350 2.678 -2.212 -2.0 -0.5 -0.1 0.750
C 5.186 2.725 -0.961 -0.4 -0.6 0.8 -0.292
O 6.159 3.718 -1.028 0.6 -0.2 -0.4 -0.424
C 7.036 3.633 0.055 1.8 0.7 -0.6 -0.550
N 3.428 1.505 -2.095 0.9 -0.8 -0.8 0.165
H 2.932 3.816 -3.294 -1.1 -0.1 -1.3 0.446
H 4.161 4.724 -2.468 -0.6 -0.1 0.0 0.431
H 2.830 4.071 -1.549 -0.9 0.0 0.9 0.284
H 4.975 2.702 -3.110 0.4 -0.5 0.1 0.285
H 5.591 1.702 -0.759 0.2 0.5 -0.3 0.319
H 4.610 2.970 -0.054 -0.5 -0.2 -0.3 0.078
H 6.544 3.576 1.014 -0.5 0.4 0.5 0.090
H 7.719 4.514 -0.053 -0.7 -0.6 0.5 0.346
H 7.698 2.748 0.032 -0.3 0.0 -0.3 0.287
H 2.687 1.502 -2.829 0.7 0.2 0.7 -0.470
H 3.964 0.629 -2.253 -0.5 0.7 0.2 0.157
C -4.065 2.435 -3.989 -0.5 2.2 0.5 -1.954
C -3.172 1.904 -2.962 1.5 -1.5 -0.1 1.226
C -3.357 2.255 -1.523 0.0 0.6 1.2 -0.653
O -3.681 3.600 -1.308 0.0 1.2 0.1 -0.313
C -4.074 3.894 0.029 0.3 0.9 -0.8 -0.818
N -3.202 0.403 -2.981 0.8 0.5 0.7 -0.288
H -3.816 2.061 -4.945 0.7 -0.2 -1.1 0.435
H -4.050 3.564 -3.962 -0.3 -1.2 -0.2 0.161
H -5.013 2.040 -3.802 -2.1 -0.1 0.3 0.522
H -2.206 2.245 -3.326 0.7 -0.3 0.5 0.074
H -2.482 1.936 -0.924 0.0 0.3 -0.4 0.171
H -4.170 1.738 -1.055 -0.8 -1.0 -0.2 0.191
H -4.667 3.104 0.463 -0.4 -0.4 0.0 0.331
H -4.655 4.841 -0.021 0.4 -0.7 0.2 0.260
H -3.189 4.022 0.648 0.1 0.1 0.2 0.282
H -2.638 0.138 -2.135 -0.6 -0.2 -0.9 -0.352
H -4.165 0.115 -2.768 0.4 0.1 0.0 0.164
C -4.883 -2.575 -3.645 0.5 -0.1 -0.5 -0.868
C -5.884 -2.874 -2.590 -1.1 -0.1 0.8 1.235
C -6.448 -1.568 -1.998 -0.4 -1.1 1.1 -1.469
O -5.546 -0.662 -1.424 0.4 0.0 0.0 -0.181
C -4.778 -1.092 -0.336 -0.1 -1.7 1.0 -1.040
N -7.094 -3.513 -3.200 -0.6 1.4 1.9 -0.717
H -5.328 -1.996 -4.464 -0.1 -0.5 -0.1 0.470
H -4.454 -3.528 -3.952 0.1 0.1 -0.6 0.498
H -4.076 -1.950 -3.284 0.3 0.0 0.4 -0.358
H -5.410 -3.483 -1.750 -0.6 0.6 -0.9 0.070
H -7.229 -1.910 -1.268 0.4 0.6 -0.2 0.537
H -6.910 -0.972 -2.750 -0.6 0.1 -0.8 0.341
H -5.431 -1.646 0.429 0.7 0.5 -1.0 0.395
H -4.416 -0.208 0.167 0.3 0.2 0.0 0.106
H -3.888 -1.770 -0.587 -1.3 0.9 0.0 0.387
H -7.887 -3.540 -2.502 1.3 -0.3 -1.2 0.258
H -6.964 -4.396 -3.636 0.3 -0.7 -0.1 0.221
C -2.903 0.368 2.747 -0.2 1.6 -1.3 -0.252
C -2.434 -1.006 3.027 0.7 -2.2 -0.3 1.184
C -3.067 -1.662 4.278 1.3 -0.5 -0.9 -0.952
O -2.257 -2.858 4.424 -0.9 1.2 1.0 -0.056
C -2.526 -3.574 5.625 -1.8 -0.6 -1.8 -0.911
N -2.543 -1.916 1.811 -0.6 1.7 0.7 -0.228
H -2.366 1.054 3.443 -1.0 -0.4 -0.4 -0.297
H -4.019 0.394 2.832 0.8 0.5 0.0 0.475
H -2.601 0.723 1.689 -0.6 -0.7 1.6 -0.390
H -1.360 -0.989 3.277 -0.2 0.1 -0.2 -0.590
H -4.093 -1.965 4.127 -0.6 -0.1 -0.3 0.434
H -3.062 -0.988 5.150 0.4 -0.3 -0.1 0.316
H -2.269 -3.018 6.499 0.1 0.4 0.7 0.293
H -1.908 -4.429 5.468 0.4 -0.9 0.6 0.283
H -3.624 -3.932 5.653 1.5 0.6 0.1 0.243
H -2.169 -2.834 1.953 0.3 -0.5 0.3 0.006
H -3.527 -2.030 1.574 0.1 -0.1 0.2 0.049
C 7.413 1.626 4.098 0.2 0.3 -1.2 -1.562
C 6.042 2.245 4.048 0.0 -0.8 1.4 0.250
C 5.193 1.344 3.153 0.5 0.9 -0.2 -0.244
O 3.965 1.990 3.028 -1.1 -0.5 -1.3 -0.432
C 3.163 1.409 1.972 -0.2 0.2 0.5 0.271
N 5.521 2.406 5.453 0.7 0.4 -1.6 -0.725
H 8.030 2.115 4.835 0.4 0.4 -0.2 0.422
H 7.759 1.706 3.038 0.6 -0.2 1.0 0.305
H 7.401 0.586 4.380 -0.2 -0.5 0.0 0.321
H 6.119 3.235 3.627 -0.1 0.4 -0.2 0.445
H 5.143 0.397 3.682 -0.4 -0.6 0.0 0.091
H 5.632 1.142 2.131 -0.1 0.3 0.9 0.237
H 3.607 1.548 0.957 -0.5 0.2 0.8 -0.033
H 2.139 1.805 2.098 0.6 0.3 -0.5 -0.108
H 3.049 0.346 2.138 0.1 -0.5 0.1 -0.068
H 5.170 1.528 5.789 -0.3 -0.4 0.2 0.252
H 4.770 3.079 5.451 -0.4 -0.1 0.1 0.274
C -0.119 2.649 3.942 -1.1 -1.3 0.5 -1.149
C 0.652 2.697 5.253 1.2 -0.2 -0.8 0.171
C 0.706 1.315 5.942 -1.2 0.6 -1.1 0.014
O -0.632 0.840 6.013 0.3 0.6 0.1 -0.253
C -0.923 -0.209 6.875 -0.1 -1.4 -0.4 -0.615
N 2.079 3.043 5.070 -1.0 -0.1 1.2 -0.535
H -1.145 2.330 4.163 0.2 -0.1 0.0 0.308
H 0.312 1.920 3.280 0.2 -0.7 -0.3 -0.007
H -0.278 3.495 3.318 0.5 1.4 0.0 0.605
H 0.190 3.468 5.864 0.0 -0.2 0.5 0.446
H 1.151 1.448 6.907 0.3 -0.1 0.8 0.527
H 1.327 0.635 5.329 -0.1 0.1 0.2 -0.553
H -2.020 -0.224 6.916 0.2 -0.4 0.0 0.269
H -0.599 -0.108 7.924 0.4 0.2 -0.4 0.408
H -0.526 -1.197 6.439 -0.5 1.1 0.7 0.013
H 2.530 2.395 4.455 0.3 -0.2 -0.5 0.080
H 2.090 3.944 4.657 0.5 0.9 -0.6 0.295
C -2.639 -4.889 -1.853 0.0 -1.1 0.4 -1.895
C -1.789 -3.806 -1.285 2.8 -0.6 0.8 2.747
C -0.612 -4.285 -0.382 -0.4 0.2 -0.5 -0.542
O -1.240 -4.641 0.806 0.2 -1.0 1.3 -0.308
C -0.482 -5.357 1.784 -0.1 -0.1 -0.7 -0.789
N -1.150 -3.191 -2.419 0.2 0.9 -0.5 0.156
H -2.124 -5.388 -2.685 -0.4 0.4 -0.1 0.392
H -3.583 -4.439 -2.066 -0.6 0.1 -1.0 0.043
H -2.916 -5.670 -1.160 0.2 -0.2 0.6 0.419
H -2.397 -3.219 -0.597 -0.1 0.6 -0.2 -1.238
H 0.120 -3.501 -0.202 -0.1 0.8 0.1 -0.238
H 0.043 -5.045 -0.833 -0.7 -0.6 -0.1 0.561
H -1.094 -5.365 2.652 -0.8 -0.3 0.7 0.284
H 0.399 -4.839 2.132 0.6 0.4 -0.4 0.152
H -0.239 -6.398 1.488 -0.1 0.6 -0.1 0.309
H -0.534 -2.374 -2.288 -0.8 -0.5 0.4 -0.297
H -1.867 -2.993 -3.094 0.1 0.5 -0.6 -0.132
C 2.896 -2.845 5.371 0.4 0.6 0.3 -1.985
C 2.535 -2.197 4.091 -1.0 -0.8 -1.6 2.098
C 3.419 -2.545 2.894 0.4 -0.2 0.1 -1.327
O 2.886 -1.922 1.717 0.6 -0.1 0.7 0.303
C 3.845 -1.706 0.685 -1.2 -1.5 -1.3 -0.739
N 1.170 -2.621 3.721 1.1 0.5 -0.6 -0.141
H 2.276 -2.439 6.156 -0.5 0.0 0.3 0.412
H 3.865 -2.448 5.609 1.0 -0.5 0.4 0.463
H 2.804 -3.921 5.355 0.3 -0.3 0.0 0.415
H 2.729 -1.135 4.179 -0.6 0.8 0.3 -0.847
H 3.553 -3.629 2.786 -0.5 -0.1 -0.3 0.473
H 4.426 -2.184 3.106 0.3 0.4 -0.1 0.419
H 4.289 -2.703 0.369 -0.3 1.1 0.3 0.322
H 4.635 -1.009 0.933 0.2 0.2 0.3 0.300
H 3.238 -1.316 -0.181 0.8 -0.3 0.8 0.004
H 0.496 -2.485 4.441 -0.5 0.3 0.6 0.033
H 0.912 -2.061 2.923 -0.5 -0.1 -0.3 -0.126
```
Positions in Å, forces in eV/Å.

# 2
The following is a DFT calculation (the ωB97M-V functional and the def2-TZVPD basis) of C33H65AlN4O6P as an isolated structure at a distorted geometry.

Computed properties:
E_tot	-2550.82894	hartree
HOMO-LUMO gap	6.572	eV
charge	-1
E_LUMO	0.0774	hartree
E_HOMO	-4.47	eV

XYZ file:
```
110
Properties=species:S:1:pos:R:3:forces:R:3:mulliken_charge:R:1
C 1.414 -3.802 -0.542 0.5 0.6 0.2 -1.390
C 0.837 -2.420 -0.913 -0.6 -0.8 0.9 0.022
C -0.625 -2.563 -1.346 0.8 -0.1 -1.0 -0.206
C -1.179 -1.393 -2.144 -0.8 0.0 1.2 -0.749
C -1.090 -0.019 -1.451 0.5 0.7 -0.8 1.372
O -0.636 0.037 -0.117 0.0 0.4 0.4 -0.314
Al -0.539 1.865 0.044 0.2 -0.1 -0.8 -0.464
C 1.269 2.698 -0.161 -0.1 -0.8 -0.4 -0.655
C 2.078 2.183 -1.376 -0.3 0.9 0.6 -0.626
C 1.519 2.752 -2.668 0.4 -0.5 -0.4 0.021
C 2.343 2.340 -3.895 -0.2 -0.2 0.1 -1.097
P -1.200 2.584 2.208 -0.2 0.1 -0.2 0.634
O -2.437 3.396 2.232 -0.5 0.3 0.2 -0.745
O 0.049 3.459 2.859 -0.2 -0.6 0.4 -0.291
O -1.380 1.332 3.275 0.3 0.3 0.2 -0.523
O -1.749 2.226 -1.284 0.5 0.0 0.4 -0.715
C -2.311 0.938 -1.513 0.1 0.0 0.8 1.674
C -3.198 0.841 -2.742 -0.2 0.4 0.1 -1.404
C -4.649 0.378 -2.523 0.2 -0.5 0.2 -1.315
C -4.893 -0.774 -1.522 -0.6 0.2 -0.2 0.560
C -5.898 -0.386 -0.418 0.4 -0.8 -0.2 -1.022
C -5.839 -1.308 0.810 -0.2 0.2 -0.2 -0.912
C -5.164 -0.644 1.997 -0.1 -0.1 -0.4 -0.907
O -3.824 -0.324 1.738 0.2 0.1 0.6 -0.001
C -2.964 -1.441 1.854 -0.2 0.1 -0.4 -0.724
H 0.640 -4.534 -0.327 -0.2 -0.1 -0.2 0.296
H 1.987 -3.692 0.376 0.2 -0.2 0.1 0.427
H 2.112 -4.186 -1.281 -0.1 -0.2 -0.3 0.295
H 0.822 -1.845 0.001 0.1 0.5 0.0 0.092
H 1.448 -1.888 -1.634 0.1 0.0 -0.2 0.271
H -0.667 -3.437 -2.006 -0.1 -0.2 -0.1 0.124
H -1.238 -2.828 -0.494 -0.2 0.2 0.3 0.064
H -0.700 -1.340 -3.118 0.2 0.0 -0.1 0.348
H -2.232 -1.600 -2.328 -0.2 -0.2 -0.2 -0.102
H -0.335 0.549 -2.028 -0.1 -0.2 -0.4 -0.530
H 1.832 2.428 0.734 0.0 0.1 0.2 0.089
H 1.253 3.789 -0.210 -0.1 0.1 0.2 0.453
H 2.085 1.094 -1.370 0.0 -0.2 -0.3 0.062
H 3.108 2.527 -1.262 0.3 -0.2 -0.1 0.561
H 1.529 3.839 -2.607 -0.2 0.2 0.1 0.411
H 0.485 2.434 -2.775 -0.2 0.1 0.0 -0.066
H 2.784 1.354 -3.755 0.0 0.1 0.1 -0.003
H 3.148 3.050 -4.067 0.2 0.1 -0.1 0.376
H 1.741 2.286 -4.803 -0.1 0.1 -0.1 0.419
H 0.417 2.965 3.605 0.0 0.0 0.0 0.176
H -2.269 1.456 3.642 0.0 -0.1 -0.1 0.245
H -2.881 0.772 -0.591 -0.5 -0.7 -0.2 -0.250
H -2.733 0.190 -3.480 0.1 0.0 -0.2 0.398
H -3.254 1.844 -3.158 0.2 0.1 -0.2 0.529
H -5.024 0.058 -3.493 -0.1 0.0 -0.2 0.324
H -5.288 1.205 -2.222 0.1 0.3 0.1 0.460
H -3.993 -1.200 -1.092 0.3 0.2 0.1 -0.550
H -5.372 -1.579 -2.075 0.2 -0.4 0.0 0.597
H -6.879 -0.513 -0.869 -0.3 0.4 0.0 0.463
H -5.759 0.650 -0.130 0.0 0.2 0.1 0.520
H -6.853 -1.574 1.109 -0.1 -0.1 0.1 0.447
H -5.339 -2.230 0.520 0.1 -0.2 0.1 0.361
H -5.689 0.290 2.187 0.0 0.2 0.1 0.361
H -5.228 -1.266 2.893 -0.1 -0.1 0.2 0.444
H -3.351 -2.187 2.555 -0.1 0.0 0.1 0.519
H -2.001 -1.105 2.198 0.4 0.3 0.0 0.089
H -2.856 -1.891 0.870 0.2 -0.3 -0.1 0.061
C 4.586 2.712 5.665 0.1 0.0 0.1 -1.072
C 4.315 4.189 5.395 0.1 -0.2 0.1 -0.494
C 3.259 4.418 4.307 0.3 -0.1 0.0 0.210
C 3.715 3.831 3.039 -0.7 0.5 0.8 0.237
N 4.070 3.376 2.054 0.5 -0.4 -0.7 -0.468
H 4.982 2.210 4.781 -0.1 0.0 0.0 0.400
H 5.323 2.600 6.463 0.0 0.0 0.0 0.348
H 3.675 2.198 5.970 0.0 0.0 -0.1 0.163
H 5.249 4.676 5.103 0.0 0.1 0.0 0.317
H 3.979 4.667 6.319 0.0 0.1 -0.1 0.287
H 3.093 5.485 4.160 0.0 0.0 -0.1 0.352
H 2.310 3.967 4.598 0.1 0.0 -0.1 -0.215
C 1.678 0.652 9.118 0.0 0.0 0.0 -1.117
C 1.436 2.145 9.308 0.1 -0.2 0.1 -0.417
C 0.379 2.704 8.349 0.2 -0.1 0.0 -0.427
C 0.799 2.521 6.957 -0.4 0.2 0.7 0.093
N 1.135 2.379 5.875 0.2 -0.1 -0.7 -0.295
H 2.063 0.434 8.121 -0.1 0.0 0.0 0.325
H 2.412 0.291 9.838 0.0 0.0 0.0 0.330
H 0.757 0.084 9.260 0.0 0.0 0.0 0.305
H 2.376 2.682 9.169 0.0 0.1 0.0 0.281
H 1.110 2.330 10.334 0.0 0.1 0.0 0.313
H 0.228 3.769 8.527 -0.1 0.0 -0.1 0.269
H -0.577 2.200 8.493 0.0 0.0 0.0 0.307
C 5.742 1.338 -6.808 0.1 0.0 0.0 -1.137
C 5.530 -0.114 -7.222 0.1 0.2 -0.1 -0.413
C 4.154 -0.651 -6.817 0.2 0.1 0.1 -0.386
C 3.987 -0.598 -5.362 -0.1 -0.2 -0.9 0.218
N 3.863 -0.557 -4.228 0.1 -0.2 0.7 -0.457
H 5.703 1.454 -5.724 -0.1 0.0 0.0 0.343
H 6.719 1.690 -7.139 0.0 0.0 0.0 0.333
H 4.982 1.986 -7.248 0.0 0.0 0.0 0.300
H 6.310 -0.733 -6.774 -0.1 -0.1 0.0 0.285
H 5.637 -0.199 -8.306 -0.1 -0.1 0.0 0.302
H 4.037 -1.685 -7.143 -0.1 0.0 0.0 0.291
H 3.363 -0.060 -7.281 0.0 0.0 0.0 0.272
C -1.464 -6.504 -2.539 0.0 -0.1 0.0 -1.059
C -2.329 -6.969 -3.706 0.2 -0.1 0.2 -0.501
C -2.686 -5.835 -4.672 -0.1 -0.1 0.2 -0.476
C -3.443 -4.784 -3.982 0.4 -0.5 -0.5 0.298
N -4.033 -3.977 -3.431 -0.5 0.5 0.4 -0.429
H -1.983 -5.768 -1.924 0.0 0.1 0.0 0.281
H -1.209 -7.347 -1.895 0.0 0.0 0.0 0.400
H -0.533 -6.056 -2.893 0.0 0.0 0.0 0.286
H -3.245 -7.419 -3.317 0.0 0.0 -0.1 0.311
H -1.799 -7.748 -4.260 -0.1 0.0 -0.1 0.314
H -3.292 -6.213 -5.496 0.0 0.1 0.0 0.310
H -1.783 -5.393 -5.093 0.0 0.0 0.0 0.274
```
Positions in Å, forces in eV/Å.

Q: Look up the HOMO-LUMO gap of the first one.
A: 9.414 eV